Record 1
Density functional theory data (ωB97M-V/def2-TZVPD) for a structure of composition C35H37FeN2SSb2 at a distorted geometry.

```
78
Properties=species:S:1:pos:R:3:mulliken_spin:R:1
Fe -0.24 -0.99 0.30 3.230
C 2.50 1.24 -0.78 0.005
C 1.60 1.89 0.28 -0.029
C 0.41 2.64 -0.31 0.001
Sb -1.05 1.30 -1.23 0.034
C -2.20 2.87 -2.16 0.013
C -2.90 2.63 -3.33 0.000
C -3.73 3.61 -3.85 0.000
C -3.85 4.83 -3.20 -0.001
C -3.14 5.07 -2.03 0.001
C -2.31 4.09 -1.51 0.001
C -2.28 1.45 0.53 -0.003
C -3.62 1.84 0.47 -0.008
C -4.37 1.98 1.62 0.001
C -3.80 1.72 2.87 0.000
C -2.47 1.35 2.95 0.001
C -1.72 1.23 1.79 0.010
Sb 1.94 -0.79 -1.33 0.014
C 2.44 -1.69 0.58 -0.054
C 2.37 -3.08 0.64 0.060
C 2.96 -3.78 1.68 -0.002
C 3.62 -3.09 2.69 0.004
C 3.71 -1.71 2.64 0.001
C 3.13 -1.01 1.58 0.013
C 3.97 -1.18 -2.01 0.032
C 4.37 -0.55 -3.19 -0.003
C 5.67 -0.68 -3.64 0.002
C 6.59 -1.44 -2.93 -0.001
C 6.19 -2.08 -1.76 0.002
C 4.89 -1.95 -1.30 0.001
H 2.51 1.85 -1.68 0.002
H 3.53 1.17 -0.43 -0.001
H 2.20 2.59 0.87 -0.001
H 1.23 1.12 0.98 0.049
H 0.74 3.37 -1.04 -0.001
H -0.11 3.17 0.49 -0.001
H -2.81 1.68 -3.84 -0.001
H -4.28 3.43 -4.76 0.000
H -4.50 5.60 -3.61 0.000
H -3.23 6.02 -1.52 0.000
H -1.77 4.28 -0.59 0.000
H -4.07 2.06 -0.49 0.007
H -5.40 2.29 1.56 0.000
H -4.39 1.83 3.77 0.000
H -2.01 1.17 3.91 0.000
H -0.66 1.03 1.88 0.015
H 1.88 -3.63 -0.16 0.002
H 2.91 -4.86 1.71 0.000
H 4.08 -3.63 3.50 0.000
H 4.25 -1.17 3.40 0.001
H 3.28 0.06 1.53 0.001
H 3.66 0.03 -3.76 0.001
H 5.98 -0.19 -4.56 0.000
H 7.61 -1.54 -3.28 0.000
H 6.90 -2.67 -1.20 0.000
H 4.60 -2.46 -0.39 0.001
C -0.77 -2.79 -1.00 0.389
C -2.08 -2.24 -0.96 -0.171
C -2.68 -1.63 -2.10 0.142
C -3.98 -1.18 -2.06 -0.052
C -4.74 -1.29 -0.90 0.133
C -4.18 -1.86 0.23 -0.078
C -2.88 -2.32 0.21 0.165
H -0.31 -2.94 -1.97 0.015
H -0.52 -3.52 -0.24 -0.022
H -2.13 -1.62 -3.03 -0.004
H -4.43 -0.76 -2.96 0.001
H -5.77 -0.95 -0.88 0.003
H -4.77 -1.97 1.13 0.001
H -2.48 -2.85 1.06 0.021
N 0.42 -0.18 4.15 0.002
C 0.01 -1.45 4.00 0.011
N -0.08 -2.21 5.09 0.003
S -0.44 -2.09 2.51 0.034
H 0.73 0.17 5.04 0.000
H 0.64 0.36 3.33 0.008
H 0.12 -1.85 6.01 0.000
H -0.45 -3.14 5.00 -0.001
```

## Properties
total charge = +1
energy relative to the best compared isomer or geometry (same formula, charge and spin) = 40.53 kcal/mol
E_LUMO (spin up / spin down) = -3.09 / -3.29 eV
2S+1 = 5
HOMO-LUMO gap (spin up / spin down) = 6.25 / 6.69 eV

***

Record 2
Density functional theory data (ωB97M-V/def2-TZVPD) for a cluster of 6 separate species, C35H38ClN5O12P in total at a distorted geometry.

```
92
Properties=species:S:1:pos:R:3:mulliken_charge:R:1
C -0.29 2.90 -2.19 -0.630
C -1.51 2.11 -1.75 -0.736
C -1.12 0.87 -0.97 1.271
Cl -2.59 0.01 -0.39 -0.275
C -0.09 1.11 0.13 0.029
C -0.34 0.49 1.50 -0.558
O 0.92 0.44 2.12 -0.547
P 2.28 0.62 1.02 -0.347
O 1.10 0.52 -0.31 -0.136
H 0.04 3.49 -1.35 0.050
H -0.52 3.57 -3.01 0.436
H 0.52 2.22 -2.42 -0.014
H -2.04 1.77 -2.64 0.433
H -2.22 2.71 -1.20 0.316
H -0.66 0.20 -1.67 -0.676
H 0.02 2.17 0.33 0.275
H -0.97 1.15 2.10 0.271
H -0.79 -0.50 1.50 0.264
H 3.22 0.75 2.11 -0.049
H 2.14 2.07 0.99 -0.168
H 3.37 0.75 0.06 0.048
H 2.43 -0.83 0.98 -0.079
C 0.69 -2.44 -5.36 -0.605
C 0.51 -1.59 -4.27 -0.416
C 1.29 -0.45 -4.14 0.344
C 2.23 -0.18 -5.12 -0.334
C 2.42 -1.01 -6.20 -0.486
C 1.64 -2.15 -6.32 -0.416
N 3.04 1.05 -5.01 1.036
O 2.86 1.76 -4.05 -0.582
O 3.84 1.27 -5.91 -0.650
H 0.08 -3.33 -5.46 0.404
H -0.23 -1.82 -3.52 0.470
H 1.16 0.21 -3.29 0.314
H 3.17 -0.78 -6.95 0.455
H 1.78 -2.81 -7.16 0.367
C -3.09 8.99 0.39 -0.475
C -3.39 7.90 1.18 -0.525
C -2.62 6.75 1.09 -0.254
C -1.56 6.71 0.21 -0.039
C -1.25 7.79 -0.60 -0.320
C -2.03 8.94 -0.51 -0.490
N -0.72 5.51 0.16 1.164
O -1.03 4.58 0.89 -0.560
O 0.23 5.51 -0.59 -0.644
H -3.68 9.90 0.47 0.390
H -4.21 7.94 1.88 0.392
H -2.84 5.89 1.71 0.509
H -0.42 7.74 -1.28 0.482
H -1.80 9.79 -1.13 0.376
C 0.09 -4.31 0.96 -0.745
C 0.63 -5.57 0.70 0.037
C 1.34 -5.79 -0.47 -0.618
C 1.51 -4.74 -1.35 -0.198
C 0.98 -3.48 -1.11 -0.401
C 0.26 -3.28 0.06 -0.234
N 2.26 -4.95 -2.59 1.042
O 2.67 -6.08 -2.83 -0.652
O 2.42 -3.99 -3.33 -0.573
H -0.46 -4.14 1.88 0.429
H 0.50 -6.37 1.40 0.218
H 1.76 -6.76 -0.68 0.586
H 1.12 -2.68 -1.81 0.678
H -0.16 -2.30 0.25 0.349
C -0.47 -11.69 -0.66 -0.395
C 0.81 -11.17 -0.51 -0.534
C 1.06 -10.22 0.46 -0.233
C 0.02 -9.81 1.28 0.169
C -1.26 -10.31 1.14 -0.388
C -1.50 -11.26 0.16 -0.449
N 0.29 -8.80 2.32 1.015
O 1.42 -8.36 2.39 -0.578
O -0.64 -8.47 3.03 -0.608
H -0.66 -12.44 -1.42 0.373
H 1.61 -11.50 -1.16 0.369
H 2.05 -9.80 0.58 0.436
H -2.05 -9.98 1.79 0.451
H -2.49 -11.67 0.05 0.367
C -0.17 4.70 5.71 -0.493
C -1.52 4.97 5.88 -0.432
C -2.03 6.22 5.55 -0.278
C -1.17 7.18 5.05 0.083
C 0.18 6.93 4.88 -0.350
C 0.68 5.68 5.21 -0.461
N -1.71 8.49 4.66 1.072
O -2.90 8.68 4.81 -0.621
O -0.94 9.29 4.17 -0.615
H 0.22 3.72 5.95 0.406
H -2.18 4.21 6.26 0.387
H -3.08 6.43 5.68 0.446
H 0.83 7.69 4.48 0.458
H 1.73 5.47 5.07 0.395
```

## Properties
total charge = -1
energy relative to the best compared isomer or geometry (same formula, charge and spin) = 0.00 kcal/mol
E_LUMO = 0.70 eV
2S+1 = 1
HOMO-LUMO gap = 4.73 eV

***

Record 3
Density functional theory data (ωB97M-V/def2-TZVPD) for a structure of composition C35H38FN5S3Sn at a distorted geometry.

```
83
Properties=species:S:1:pos:R:3:mulliken_charge:R:1
Sn 1.14 -0.58 -1.21 0.932
N -1.65 -4.24 -1.11 -0.277
C -1.03 -3.07 -1.34 0.339
S 0.69 -3.13 -1.51 -0.566
N -1.81 -2.02 -1.47 -1.090
N -1.20 -0.87 -1.77 0.865
C -1.91 0.12 -2.18 0.309
C -3.39 0.05 -2.25 -0.803
C -4.13 0.07 -1.07 0.031
C -5.52 0.01 -1.13 -0.732
C -6.16 -0.10 -2.35 -0.432
C -5.42 -0.13 -3.52 -0.803
C -4.04 -0.06 -3.47 0.293
C -1.19 1.31 -2.64 0.072
C -1.86 2.46 -3.06 -0.457
C -1.13 3.52 -3.55 -0.796
C 0.25 3.41 -3.61 -0.997
C 0.84 2.24 -3.17 0.047
N 0.14 1.22 -2.69 0.376
H -1.10 -5.06 -0.94 0.239
H -2.65 -4.27 -1.01 0.286
H -3.62 0.15 -0.12 0.393
H -6.09 0.04 -0.21 0.432
H -7.24 -0.14 -2.39 0.397
H -5.92 -0.22 -4.48 0.394
H -3.45 -0.09 -4.38 0.479
H -2.94 2.50 -3.00 0.512
H -1.62 4.42 -3.88 0.439
H 0.87 4.22 -3.98 0.467
H 1.92 2.10 -3.20 0.341
C 5.62 0.01 -3.20 -1.759
C 4.28 0.33 -2.58 0.743
S 2.94 -0.44 -3.27 -0.373
C 4.18 1.20 -1.49 0.394
C 5.41 1.84 -0.88 -1.600
S 2.71 1.59 -0.77 -0.007
H 5.50 -0.72 -4.00 0.461
H 6.32 -0.39 -2.47 0.321
H 6.06 0.91 -3.63 0.361
H 6.30 1.69 -1.48 0.454
H 5.58 1.42 0.11 0.256
H 5.23 2.90 -0.75 0.341
C -2.38 -3.52 1.93 -1.784
C -1.09 -2.74 2.24 1.123
C -0.49 -3.24 3.55 -1.532
C -1.34 -1.25 2.31 0.965
C -2.47 -0.76 2.95 -0.568
C -2.71 0.60 3.06 -1.552
C -1.80 1.50 2.52 -0.925
C -0.64 1.05 1.89 0.442
C 0.32 2.07 1.32 2.416
C -0.35 2.85 0.18 -1.350
C 0.87 3.03 2.38 -1.858
C -0.40 -0.33 1.79 -0.139
N 0.78 -0.82 1.20 0.868
C 1.91 -0.84 1.95 0.444
C 1.98 -0.44 3.31 -0.455
C 3.14 -0.60 4.05 -0.955
C 4.29 -1.14 3.49 -0.616
C 4.27 -1.50 2.15 -0.627
C 3.12 -1.33 1.42 0.179
F 3.15 -1.66 0.09 -0.339
H -2.13 -4.54 1.66 0.395
H -2.92 -3.06 1.10 0.203
H -3.04 -3.56 2.80 0.507
H -0.38 -2.91 1.43 -0.155
H -1.14 -2.99 4.39 0.310
H 0.49 -2.79 3.74 0.322
H -0.36 -4.33 3.53 0.451
H -3.18 -1.45 3.39 0.332
H -3.59 0.96 3.57 0.384
H -2.00 2.56 2.59 0.343
H 1.17 1.53 0.90 -1.188
H -1.10 3.54 0.58 0.460
H -0.84 2.17 -0.51 0.189
H 0.40 3.44 -0.36 0.444
H 0.06 3.63 2.81 0.335
H 1.59 3.71 1.92 0.456
H 1.37 2.49 3.18 0.337
H 1.10 -0.03 3.77 0.564
H 3.14 -0.29 5.09 0.412
H 5.18 -1.27 4.08 0.394
H 5.14 -1.91 1.66 0.486
```

## Properties
energy relative to the best compared isomer or geometry (same formula, charge and spin) = 33.99 kcal/mol
E_LUMO = -1.32 eV
2S+1 = 1
HOMO-LUMO gap = 5.37 eV

***

Record 4
Density functional theory data (ωB97M-V/def2-TZVPD) for a cluster of 5 separate species, C35H39ClF5NO7S in total at a distorted geometry.

```
89
Properties=species:S:1:pos:R:3:mulliken_charge:R:1
C 2.73 -7.30 -0.03 -1.060
C 3.45 -5.87 -0.18 0.548
O 3.37 -5.17 1.10 -0.464
C 5.04 -5.98 -0.58 -0.682
N 5.42 -4.71 -1.26 -0.297
C 5.98 -3.70 -0.32 -0.663
C 4.87 -2.54 -0.01 -0.157
O 3.72 -2.78 -0.86 -0.209
C 2.72 -1.76 -0.67 -0.332
O 2.76 -1.04 -1.96 -0.367
S 1.20 -1.20 -2.54 1.102
O 0.59 -0.11 -3.37 -0.568
O 1.21 -2.39 -3.46 -0.592
O 0.39 -1.34 -1.07 -0.159
C 1.23 -2.20 -0.20 0.528
C 0.70 -3.67 -0.59 -0.348
C -0.89 -3.81 -0.65 -0.276
F -1.32 -4.90 0.23 -0.394
C 0.93 -2.15 1.39 -0.639
C 1.45 -0.82 2.11 0.232
O 0.77 0.24 2.14 -0.414
Cl 3.11 -0.95 2.95 -0.179
H 2.70 -7.55 1.09 0.240
H 3.28 -8.10 -0.65 0.314
H 1.67 -7.21 -0.44 0.239
H 2.98 -5.25 -1.03 -0.085
H 3.95 -5.67 1.73 0.377
H 5.59 -6.19 0.40 0.174
H 5.14 -6.88 -1.30 0.442
H 6.07 -4.88 -2.05 0.278
H 6.24 -4.17 0.70 0.216
H 6.95 -3.23 -0.72 0.360
H 5.35 -1.50 -0.16 0.391
H 4.51 -2.57 1.09 0.093
H 3.22 -1.01 0.04 0.351
H 1.19 -4.09 -1.55 0.540
H 1.07 -4.38 0.26 0.105
H -1.24 -4.04 -1.72 0.196
H -1.48 -2.89 -0.29 0.191
H 1.48 -3.04 1.90 0.421
H -0.19 -2.27 1.56 0.521
F -2.61 -5.74 -2.60 -0.344
C -3.79 -5.10 -2.58 0.284
C -4.55 -5.11 -1.42 -0.176
C -5.77 -4.44 -1.41 -0.434
C -6.22 -3.78 -2.55 -0.472
C -5.45 -3.79 -3.71 -0.404
C -4.22 -4.45 -3.72 -0.437
H -4.19 -5.63 -0.55 0.442
H -6.37 -4.43 -0.50 0.369
H -7.17 -3.26 -2.54 0.387
H -5.80 -3.28 -4.60 0.370
H -3.60 -4.45 -4.61 0.425
F 1.03 6.65 4.06 -0.321
C 0.85 5.57 3.29 0.299
C 0.66 4.33 3.89 -0.407
C 0.46 3.21 3.09 -0.389
C 0.48 3.33 1.70 -0.485
C 0.69 4.58 1.11 -0.518
C 0.87 5.70 1.91 -0.241
H 0.65 4.26 4.97 0.393
H 0.30 2.24 3.55 0.393
H 0.34 2.46 1.08 0.507
H 0.70 4.67 0.03 0.381
H 1.02 6.68 1.47 0.401
F -5.81 2.95 -2.15 -0.324
C -4.53 2.62 -2.37 0.253
C -3.82 3.25 -3.39 -0.367
C -2.49 2.91 -3.62 -0.497
C -1.89 1.93 -2.83 -0.474
C -2.60 1.30 -1.82 -0.114
C -3.93 1.65 -1.59 -0.495
H -4.32 4.00 -3.99 0.410
H -1.93 3.40 -4.40 0.381
H -0.85 1.66 -3.02 0.404
H -2.13 0.53 -1.21 0.394
H -4.50 1.17 -0.79 0.434
F -4.03 10.78 3.82 -0.314
C -2.75 10.46 3.61 0.331
C -2.05 11.07 2.59 -0.394
C -0.71 10.74 2.38 -0.347
C -0.10 9.78 3.18 -0.484
C -0.82 9.16 4.20 -0.302
C -2.15 9.51 4.42 -0.454
H -2.54 11.81 1.97 0.396
H -0.15 11.22 1.58 0.355
H 0.94 9.51 3.01 0.432
H -0.34 8.41 4.83 0.385
H -2.72 9.04 5.22 0.396
```

## Properties
SMILES = C[C@@H](O)CNCCO[C@H]1OS(=O)(=O)O[C@]1(CCF)CC(=O)Cl.Fc1ccccc1.Fc1ccccc1.Fc1ccccc1.Fc1ccccc1
E_LUMO = -0.44 eV
2S+1 = 1
HOMO-LUMO gap = 8.52 eV

***

Record 5
Density functional theory data (ωB97M-V/def2-TZVPD) for a structure of composition C35H39HfN6O8SSi at a distorted geometry.

```
91
Properties=species:S:1:pos:R:3:mulliken_charge:R:1
Hf 1.62 -1.36 0.44 0.816
C 0.10 -3.39 -3.56 -0.578
C 0.86 -2.56 -2.66 -0.441
N 0.29 -2.11 -1.50 0.636
C -0.96 -2.57 -1.26 -0.541
C -1.69 -3.29 -2.20 -0.433
N -1.14 -3.72 -3.38 -0.532
C -1.51 -2.24 0.10 1.244
C -2.87 -2.41 0.31 -0.468
C -3.37 -2.04 1.58 0.151
C -2.51 -1.43 2.45 -1.359
C -1.22 -1.11 2.05 0.819
N -0.73 -1.54 0.89 1.004
C -0.25 -0.41 2.96 0.088
C -0.59 0.18 4.14 -0.190
N 0.36 0.55 4.97 -0.541
C 1.66 0.41 4.65 -0.378
C 1.95 -0.03 3.35 -0.373
N 1.02 -0.45 2.49 0.059
C -4.77 -2.37 2.04 -0.408
C -4.95 -3.28 3.12 -0.559
C -6.27 -3.52 3.53 -0.334
N -7.39 -2.93 3.12 -0.555
C -7.20 -2.01 2.13 -0.512
C -5.91 -1.77 1.57 -0.140
H 0.59 -3.72 -4.55 0.369
H 1.87 -2.29 -2.87 0.555
H -2.71 -3.60 -2.01 0.425
H -3.57 -2.89 -0.38 0.570
H -2.78 -1.32 3.52 0.616
H -1.65 0.32 4.44 0.429
H 2.44 0.63 5.44 0.384
H 2.96 -0.12 3.09 0.584
H -4.13 -3.77 3.60 0.500
H -6.44 -4.28 4.32 0.340
H -8.02 -1.42 1.84 0.435
H -5.75 -1.00 0.78 0.365
O 4.34 -6.70 2.12 -0.484
C 3.71 -5.69 1.97 0.414
C 2.30 -5.51 1.40 -0.049
O 1.50 -6.39 1.14 -0.560
C 2.23 -4.06 1.19 0.076
C 3.32 -3.38 1.56 1.052
O 3.26 -2.04 1.39 -0.960
C 4.26 -4.24 2.30 0.061
O 5.26 -3.99 2.92 -0.566
O 1.25 -3.41 0.65 -0.144
C 0.49 4.49 1.67 -1.792
C 1.58 3.85 0.83 1.613
C 2.40 4.98 0.15 -1.599
C 2.47 3.02 1.70 -1.494
O 0.97 3.04 -0.14 0.011
Si 1.25 2.01 -1.28 0.142
S 2.87 0.58 -0.51 -0.854
O 1.86 2.59 -2.62 -0.315
C 2.69 2.22 -3.77 1.542
C 2.47 0.77 -4.12 -1.464
C 4.17 2.56 -3.54 -1.591
C 2.10 3.12 -4.86 -1.748
O -0.14 1.21 -1.56 0.797
C -1.60 1.63 -1.51 1.946
C -1.76 2.83 -2.38 -1.677
C -2.02 1.88 -0.05 -0.955
C -2.29 0.45 -2.16 -1.523
H 1.01 5.10 2.37 0.609
H -0.09 3.73 2.18 0.345
H -0.32 5.09 1.05 0.238
H 2.58 5.85 0.81 0.384
H 1.87 5.34 -0.75 0.314
H 3.37 4.56 -0.17 0.341
H 2.93 3.61 2.51 0.586
H 3.34 2.63 1.12 0.258
H 1.92 2.22 2.17 0.111
H 2.94 0.13 -3.35 0.268
H 2.88 0.46 -5.10 0.504
H 1.45 0.49 -4.09 0.313
H 4.50 1.91 -2.74 0.288
H 4.23 3.62 -3.29 0.349
H 4.65 2.26 -4.46 0.515
H 1.07 2.88 -5.11 0.346
H 2.70 3.07 -5.76 0.437
H 2.15 4.14 -4.48 0.386
H -1.45 3.78 -1.92 0.339
H -2.84 3.05 -2.50 0.451
H -1.32 2.80 -3.35 0.298
H -1.17 2.28 0.56 -0.176
H -2.44 0.99 0.34 0.075
H -2.78 2.62 0.00 0.474
H -2.00 0.31 -3.23 0.374
H -3.34 0.55 -2.23 0.496
H -2.11 -0.47 -1.67 0.150
```

## Properties
total charge = +1
energy relative to the best compared isomer or geometry (same formula, charge and spin) = 0.00 kcal/mol
E_LUMO = -4.80 eV
2S+1 = 1
HOMO-LUMO gap = 6.19 eV